[1]
{"formula": "C4H2N4", "method": "ωB97M-V/def2-TZVPD", "de_lowest_kcal_mol": 83.6, "multiplicity": 1, "homo_lumo_gap_ev": 8.67, "lumo_energy_ev": -2.70, "smiles": "[H]/N=C1/N=CC(C#N)=N1", "total_energy_ev": -10136.20270, "elements": ["H", "N", "C", "N", "C", "C", "C", "N", "N", "H"], "positions_angstrom": [[-2.180508, -1.666242, -0.489517], [-2.636318, -0.724896, -0.308870], [-1.527990, -0.155958, 0.187925], [-1.068248, 1.295639, 0.028721], [0.315689, 1.125880, 0.165809], [0.748527, -0.218739, 0.288981], [2.218202, -0.425488, 0.010621], [3.388472, -0.368310, -0.208077], [-0.305062, -0.953854, 0.522478], [1.047238, 2.091969, -0.198067]], "forces_ev_per_a": [[-1.517, 0.275, 0.825], [5.414, 1.285, 1.153], [0.193, 0.615, -1.495], [4.034, -2.753, 1.544], [-3.767, 6.206, -3.389], [-0.704, -0.931, 0.350], [2.534, -0.285, 0.283], [-4.828, -0.315, 0.795], [0.892, -1.157, -1.552], [-2.252, -2.938, 1.485]]}

[2]
{"formula": "Br2NO2S", "method": "ωB97M-V/def2-TZVPD", "de_lowest_kcal_mol": 33.8, "multiplicity": 1, "total_charge": -1, "homo_lumo_gap_ev": 6.48, "lumo_energy_ev": 3.12, "total_energy_ev": -156504.06327, "elements": ["N", "O", "O", "S", "Br", "Br"], "positions_angstrom": [[2.518614, -0.444539, 0.936342], [-1.372711, 0.002894, 0.679421], [-0.673884, 0.397360, -1.541521], [-0.259486, 0.453944, -0.125874], [2.699302, 1.075380, -0.227260], [1.475490, -1.772388, 0.072160]], "forces_ev_per_a": [[0.159, 0.397, 0.517], [0.391, 0.272, 0.888], [1.379, 0.570, 1.351], [-2.728, -0.866, -2.116], [0.776, 0.094, -0.264], [0.024, -0.467, -0.376]]}

[3]
{"formula": "C6H7O5Tl", "method": "ωB97M-V/def2-TZVPD", "multiplicity": 1, "total_charge": 2, "homo_lumo_gap_ev": [4.72, 4.71], "lumo_energy_ev": [-13.30, -13.33], "total_energy_ev": -21241.55887, "elements": ["O", "Tl", "O", "C", "C", "C", "H", "H", "H", "H", "C", "C", "O", "C", "O", "O", "H", "H", "H"], "positions_angstrom": [[-0.861475, -1.373660, 2.057594], [-0.322343, -2.907970, 1.008593], [-2.045215, -3.249036, 2.047649], [-2.184371, -2.193487, 2.653300], [-0.704534, 0.034401, 2.162563], [-1.718822, 0.786326, 1.308605], [-0.853454, 0.293526, 3.219622], [0.322530, 0.299171, 1.875525], [-2.653968, 0.871084, 1.882536], [-1.331375, 1.803538, 1.150481], [-2.014577, 0.143772, -0.013888], [-1.056631, -0.191193, -0.872267], [-1.382562, -0.719428, -2.109458], [-1.365816, -2.039260, -2.262306], [-0.987701, -2.845732, -1.443064], [-1.934614, -2.330960, -3.413500], [-3.054957, -0.069073, -0.275073], [0.009752, -0.016158, -0.724555], [-2.086886, -3.283646, -3.478031]], "forces_ev_per_a": [[-2.073, 2.367, 3.663], [3.732, -2.973, -6.294], [-3.129, 1.284, 3.341], [0.974, -1.568, -1.861], [-0.095, 1.846, 0.153], [-0.373, 0.178, 0.222], [0.352, -0.148, -0.189], [-0.055, -0.406, 0.204], [0.262, 0.096, -0.193], [-0.201, -0.176, 0.148], [0.141, -0.333, -0.351], [0.135, -0.104, 0.425], [0.110, -0.508, -0.160], [-1.680, 1.993, -1.801], [0.997, -1.703, 2.109], [0.647, 0.104, 0.993], [0.269, 0.213, -0.031], [-0.123, 0.137, -0.129], [0.111, -0.297, -0.250]]}

[4]
{"formula": "C12H57N3O15", "method": "ωB97M-V/def2-TZVPD", "multiplicity": 1, "homo_lumo_gap_ev": 8.32, "lumo_energy_ev": -0.59, "total_energy_ev": -48549.55422, "elements": ["C", "C", "C", "O", "C", "N", "H", "H", "H", "H", "H", "H", "H", "H", "H", "H", "H", "C", "C", "C", "O", "C", "N", "H", "H", "H", "H", "H", "H", "H", "H", "H", "H", "H", "C", "C", "C", "O", "C", "N", "H", "H", "H", "H", "H", "H", "H", "H", "H", "H", "H", "O", "H", "H", "O", "H", "H", "O", "H", "H", "O", "H", "H", "O", "H", "H", "O", "H", "H", "O", "H", "H", "O", "H", "H", "O", "H", "H", "O", "H", "H", "O", "H", "H", "O", "H", "H"], "positions_angstrom": [[-2.369366, 2.092451, 0.429305], [-1.386405, 1.179594, 1.172342], [-0.255349, 0.810885, 0.246494], [0.587734, -0.259384, 0.773342], [1.644460, -0.653415, 0.016137], [-0.930145, 1.955452, 2.274961], [-3.285835, 2.239274, 1.000816], [-2.715119, 1.686453, -0.521339], [-1.867907, 3.008296, 0.116494], [-1.929038, 0.274938, 1.446649], [0.435634, 1.608103, -0.027528], [-0.646435, 0.462057, -0.709257], [1.148383, -1.183707, -0.796752], [2.173538, -1.417142, 0.586133], [2.366957, 0.070291, -0.361150], [-0.464519, 1.232135, 2.804212], [-1.717660, 2.156929, 2.874413], [5.747699, -1.918287, -1.750745], [5.620669, -2.356153, -0.255343], [4.664485, -3.616091, -0.165401], [4.173204, -3.796665, 1.237202], [2.961811, -4.538915, 1.322804], [6.953052, -2.588387, 0.277139], [5.836763, -2.833952, -2.335313], [6.600360, -1.283825, -1.992672], [4.805812, -1.509762, -2.116882], [5.101328, -1.589932, 0.320246], [5.198019, -4.524388, -0.445499], [3.735038, -3.444300, -0.708279], [2.743939, -4.816893, 2.353996], [2.926524, -5.459279, 0.739894], [2.097562, -3.928960, 1.059871], [6.670633, -2.858627, 1.208438], [7.298859, -3.441782, -0.137879], [-4.606435, -2.683193, -5.695347], [-4.791685, -3.071336, -4.114679], [-3.939692, -2.172134, -3.253356], [-3.870201, -2.711535, -1.960120], [-3.121994, -1.779310, -1.103857], [-6.190335, -3.064934, -3.863173], [-5.033380, -1.719058, -5.971481], [-4.893458, -3.480244, -6.381228], [-3.548604, -2.449686, -5.816074], [-4.408480, -4.091351, -4.085690], [-4.190169, -1.115425, -3.160000], [-2.929882, -2.159993, -3.663531], [-3.672189, -0.851131, -0.949316], [-2.082771, -1.659617, -1.410101], [-3.050819, -2.243709, -0.120303], [-6.524313, -4.013845, -3.953285], [-6.392543, -2.828278, -2.902332], [2.270230, 3.892250, 1.479769], [2.190997, 4.744394, 1.908473], [1.680202, 3.946032, 0.727974], [-0.217875, -3.219895, -1.688924], [0.037203, -2.525074, -2.295879], [0.511434, -3.839370, -1.713122], [-2.576220, 3.017994, 4.908241], [-2.133673, 3.856855, 5.037434], [-3.503157, 3.211622, 5.048045], [2.078187, 1.190779, 2.454052], [1.948475, 2.116432, 2.247742], [1.716862, 0.724030, 1.700512], [-0.649764, 4.755471, 2.085193], [-0.499497, 4.966294, 3.006715], [-0.284764, 3.877196, 1.977321], [2.205071, 2.697954, -2.101203], [2.810068, 2.456120, -1.399971], [1.493539, 3.158259, -1.656160], [0.164062, 0.191356, 4.413016], [0.933011, 0.157150, 3.843999], [0.247620, 1.022924, 4.879651], [0.389745, 4.516384, -0.450245], [-0.091412, 4.612069, 0.371689], [-0.151349, 4.966595, -1.098894], [4.201492, 2.031125, -0.226638], [3.815409, 2.487245, 0.521113], [4.694016, 1.307973, 0.161576], [-5.209935, 4.116563, 0.083733], [-4.751216, 4.387995, -0.711333], [-4.656601, 4.430270, 0.799020], [0.018612, -2.689219, 2.503751], [0.335233, -1.846590, 2.178235], [-0.698527, -2.463490, 3.096206], [-3.303754, 4.912409, 1.910575], [-3.306361, 5.503103, 2.663774], [-2.385100, 4.666559, 1.801585]], "forces_ev_per_a": [[-0.194, -0.724, -1.031], [-1.032, 0.840, -2.054], [1.108, -1.257, -0.742], [-2.118, 1.980, 2.361], [0.399, -2.076, -1.813], [0.845, -0.582, 1.098], [0.272, 0.440, 0.160], [0.004, -0.417, -0.055], [-0.124, 0.298, 0.458], [0.101, -0.309, 0.183], [-0.217, 0.627, 0.286], [-0.266, -0.197, -0.123], [0.768, -0.151, -0.806], [0.209, 0.043, 0.094], [-0.265, 0.575, 0.155], [0.758, 0.384, 0.873], [-0.414, 0.331, 0.156], [-0.849, -1.029, 0.453], [-0.874, -0.397, -1.804], [-0.573, 0.933, 2.040], [0.828, -0.029, -1.126], [-0.302, 0.319, 0.206], [-1.022, 0.040, 0.760], [0.370, -0.162, -0.182], [-0.178, 0.088, 0.386], [0.072, 0.440, 0.083], [0.281, 0.196, 0.154], [-0.117, -0.085, -0.328], [0.229, -0.087, -0.694], [0.545, 0.082, 0.137], [0.371, -0.046, -0.257], [-0.081, 0.201, -0.408], [0.913, -0.194, 0.799], [0.285, -0.195, -0.216], [1.091, 0.456, 1.859], [0.638, 0.682, -3.537], [0.595, -0.356, 0.041], [0.839, 1.224, 1.502], [-0.808, -1.670, 0.315], [-1.283, -0.068, 0.917], [-0.769, -0.238, 0.240], [-0.148, 0.103, 0.212], [0.368, -0.546, -0.293], [0.452, 0.003, 0.477], [-0.822, 0.166, -0.469], [0.280, -0.121, -0.321], [0.075, 0.239, -0.451], [-0.159, 0.240, -0.472], [-0.128, -0.202, -0.048], [-0.310, -0.022, -0.164], [0.052, 0.137, 0.252], [0.295, -0.487, 0.430], [0.122, 0.246, 0.089], [-0.027, 0.195, -0.647], [-0.197, 0.048, 0.120], [0.065, 0.159, -0.260], [0.176, -0.233, 0.049], [0.253, -0.178, -0.128], [0.093, 0.187, 0.120], [-0.322, -0.031, 0.003], [0.680, -0.096, 0.651], [0.058, 0.595, 0.045], [-0.388, -0.344, -0.108], [0.111, 1.052, -0.145], [0.125, 0.157, 0.197], [-0.055, -1.592, 0.479], [-0.404, -0.054, -0.426], [0.604, -0.242, 0.166], [-0.237, 0.228, 0.067], [-0.582, -0.430, 0.235], [0.648, 0.166, -0.245], [0.063, 0.162, 0.183], [0.137, -0.255, -0.368], [-0.368, 0.456, 0.255], [0.002, 0.140, -0.330], [0.005, -0.003, -0.224], [-0.121, 0.335, 0.495], [0.151, -0.252, 0.040], [-0.549, -0.325, -0.397], [0.026, 0.062, -0.177], [0.393, 0.196, 0.418], [0.113, -0.431, -0.002], [-0.025, 0.391, -0.254], [-0.132, 0.071, 0.221], [-0.859, 0.144, 0.113], [-0.135, 0.184, 0.072], [0.585, -0.127, 0.007]]}

[5]
{"formula": "C25H28N4O3", "method": "ωB97M-V/def2-TZVPD", "de_lowest_kcal_mol": 29.1, "multiplicity": 1, "homo_lumo_gap_ev": 8.46, "lumo_energy_ev": 0.73, "smiles": "COc1ccccc1N1CCN([C@H](CNC(=O)Oc2ccccc2)c2cccnc2)CC1", "total_energy_ev": -38482.43833, "elements": ["C", "O", "C", "C", "C", "C", "C", "C", "N", "C", "C", "N", "C", "C", "N", "C", "O", "O", "C", "C", "C", "C", "C", "C", "C", "C", "C", "C", "N", "C", "C", "C", "H", "H", "H", "H", "H", "H", "H", "H", "H", "H", "H", "H", "H", "H", "H", "H", "H", "H", "H", "H", "H", "H", "H", "H", "H", "H", "H", "H"], "positions_angstrom": [[-5.608702, -3.310209, -0.372670], [-4.937879, -2.094018, -0.163651], [-5.658756, -0.926897, -0.217981], [-7.029619, -0.881680, -0.402609], [-7.696928, 0.332078, -0.489141], [-6.989066, 1.510102, -0.385636], [-5.619292, 1.476818, -0.182449], [-4.923677, 0.275075, -0.091153], [-3.536009, 0.222104, 0.038584], [-2.756136, 1.401833, -0.250364], [-1.323460, 0.978421, -0.567225], [-0.738377, 0.292664, 0.574597], [0.672976, -0.003468, 0.353277], [1.289445, -0.665188, 1.616125], [2.709231, -0.421595, 1.741381], [3.580783, -0.928309, 0.834747], [3.328033, -1.790477, 0.035580], [4.793164, -0.342583, 1.018728], [5.868593, -0.652231, 0.198464], [7.119625, -0.670888, 0.802864], [8.246180, -0.912134, 0.039780], [8.129552, -1.138793, -1.321725], [6.881103, -1.115309, -1.917516], [5.745282, -0.866786, -1.165876], [1.443401, 1.261190, 0.073301], [2.346373, 1.341093, -0.978924], [3.099964, 2.492909, -1.137247], [2.915144, 3.527125, -0.232998], [2.047872, 3.469858, 0.764441], [1.336484, 2.368250, 0.912012], [-1.531120, -0.897141, 0.842451], [-2.966876, -0.491781, 1.161067], [-6.097296, -3.339755, -1.352038], [-6.351018, -3.504949, 0.409190], [-4.838207, -4.079397, -0.333019], [-7.597213, -1.793790, -0.498618], [-8.765338, 0.342042, -0.641614], [-7.496311, 2.460870, -0.451986], [-5.085076, 2.408424, -0.082688], [-3.173242, 1.907688, -1.122788], [-2.735172, 2.102395, 0.600716], [-0.731606, 1.867521, -0.793465], [-1.332723, 0.326756, -1.458675], [0.810278, -0.693697, -0.499899], [0.801403, -0.265180, 2.504605], [1.148937, -1.746843, 1.569454], [3.009665, 0.401420, 2.239953], [7.189856, -0.492984, 1.864605], [9.217274, -0.926947, 0.511500], [9.009970, -1.332145, -1.915825], [6.784984, -1.288074, -2.979038], [4.773972, -0.854242, -1.631658], [2.457618, 0.508235, -1.659263], [3.815755, 2.582546, -1.939713], [3.482903, 4.445202, -0.305990], [0.634940, 2.361188, 1.735561], [-1.119214, -1.425536, 1.701897], [-1.534137, -1.578618, -0.024886], [-3.557713, -1.381663, 1.364704], [-2.960620, 0.149518, 2.058765]], "forces_ev_per_a": [[-0.130, -0.227, -0.027], [0.034, 0.554, -0.043], [0.065, -0.100, 0.063], [0.049, -0.217, 0.021], [-0.008, 0.134, -0.006], [-0.203, -0.003, -0.037], [0.154, -0.123, 0.080], [-0.219, -0.065, -0.028], [0.196, -0.051, -0.164], [0.223, -0.025, -0.247], [-0.222, 0.306, 0.001], [0.107, 0.016, -0.085], [0.076, 0.025, 0.126], [0.033, -0.280, -0.345], [0.166, 0.072, 0.247], [-0.098, -0.020, 0.469], [-0.092, -0.159, -0.300], [0.271, 0.154, -0.016], [0.231, -0.122, -0.136], [-0.366, 0.035, 0.072], [0.024, -0.010, -0.046], [0.118, -0.028, -0.047], [0.034, 0.036, 0.025], [-0.209, 0.070, 0.058], [0.076, 0.088, -0.249], [-0.135, 0.107, 0.151], [-0.036, 0.006, 0.060], [0.235, -0.003, -0.295], [-0.033, 0.420, 0.353], [-0.134, -0.352, -0.101], [-0.222, 0.032, 0.253], [0.156, -0.324, 0.181], [0.009, 0.011, 0.047], [0.024, 0.021, -0.053], [-0.095, 0.014, -0.014], [0.003, -0.108, -0.006], [-0.088, 0.003, -0.012], [-0.039, 0.076, -0.005], [0.104, 0.063, 0.012], [0.008, 0.015, 0.059], [-0.043, 0.036, -0.066], [-0.081, -0.066, -0.026], [0.011, 0.051, 0.013], [-0.016, 0.099, 0.086], [-0.023, -0.027, -0.013], [-0.109, 0.095, 0.123], [0.023, -0.073, -0.086], [-0.001, 0.016, 0.116], [0.071, 0.005, 0.045], [0.071, -0.017, -0.047], [-0.019, -0.016, -0.082], [-0.053, -0.008, -0.011], [0.004, -0.101, -0.050], [0.068, 0.036, -0.062], [0.089, 0.042, -0.090], [-0.128, -0.078, 0.083], [-0.008, -0.041, 0.001], [0.015, -0.021, 0.029], [0.068, 0.086, 0.040], [-0.008, -0.059, -0.019]]}

[6]
{"formula": "C7H11ClIN3O3", "method": "ωB97M-V/def2-TZVPD", "de_lowest_kcal_mol": 70.9, "multiplicity": 1, "homo_lumo_gap_ev": [7.14, 7.15], "lumo_energy_ev": [-1.02, -1.01], "total_energy_ev": -38666.06286, "elements": ["C", "C", "C", "C", "C", "C", "C", "N", "N", "N", "O", "O", "O", "Cl", "I", "H", "H", "H", "H", "H", "H", "H", "H", "H", "H", "H"], "positions_angstrom": [[0.873756, 0.091569, -1.032909], [1.003933, -0.811819, 1.110731], [3.038093, -0.300223, -0.261775], [0.022022, 0.432241, -2.271415], [-0.599606, 0.903625, 0.552783], [-2.777243, -0.240119, 0.082529], [-1.912144, 0.389265, 1.164477], [2.139077, 0.136738, -1.188810], [0.272853, -0.180076, 0.205924], [3.424961, -1.558051, -0.116707], [2.679748, -2.418782, -0.606761], [4.309038, -1.894551, 0.589933], [-2.580117, 1.431272, 1.793535], [-3.490318, 1.004634, -1.000382], [4.592942, 1.083818, 0.289267], [1.305336, -1.771678, 0.808908], [0.946084, -0.488047, 2.071058], [0.193272, 0.015916, -3.245240], [0.070076, 1.482422, -2.307630], [-0.996336, 0.120889, -1.951435], [-1.035633, 1.398044, -0.310041], [-0.264999, 1.682562, 1.271310], [-2.318483, -1.050646, -0.367841], [-3.606060, -0.476744, 0.750904], [-1.684136, -0.295199, 2.001152], [-3.606109, 1.312930, 1.968435]], "forces_ev_per_a": [[1.028, -0.862, -3.053], [1.059, -0.178, -2.258], [-1.258, 5.065, 0.853], [-1.489, -1.000, 2.784], [-2.585, 1.455, 1.654], [-1.740, 1.883, 2.908], [0.503, -0.604, 0.355], [0.631, -0.386, 0.173], [0.082, 1.160, -0.917], [-2.392, -3.896, -0.296], [-0.905, -0.516, -1.280], [3.369, -0.116, 1.904], [-2.818, 1.455, 0.788], [0.497, -0.465, -0.183], [-0.650, -0.261, -0.360], [0.702, -1.165, 0.032], [-0.213, 0.653, 2.782], [0.911, -0.538, 0.010], [-0.261, 1.475, -0.487], [0.331, 0.479, -0.714], [0.964, 0.347, -0.338], [0.733, -0.594, -0.585], [0.552, -1.494, -1.291], [-0.433, -1.059, -0.837], [0.037, -0.739, -0.795], [3.345, -0.099, -0.848]]}